# 1
79
Properties=species:S:1:pos:R:3:lowdin_spin:R:1 method="wB97M-V/def2-TZVPD" charge=-2 e_lumo_ev="4.3 / 2.7" max_force_ev_per_a=0.99 homo_lumo_gap_ha="0.238 / 0.176" s2=2.0420 multiplicity=3
Au 0.37 -0.20 0.11 0.205
Sb 2.56 2.73 -2.78 0.224
Se 4.69 2.26 -3.86 0.209
Se 2.40 5.08 -2.20 0.272
Se 2.10 1.39 -0.36 0.403
Se 4.06 0.34 -0.18 0.499
O -1.51 0.78 4.05 0.003
O -0.59 -4.32 -0.63 0.006
N -0.29 -2.05 -1.04 0.049
N -0.79 -1.53 1.52 0.009
N -0.36 1.06 2.05 0.070
C -0.29 -2.26 -2.44 0.000
C -1.17 -2.04 3.78 0.000
C -2.81 -0.40 -1.81 -0.001
C -0.34 4.63 1.12 -0.001
C -0.73 -2.82 1.19 0.000
C 2.22 -2.69 -2.34 0.001
C -0.98 -1.12 2.76 0.000
C 0.70 3.00 3.14 0.007
C 1.87 2.91 5.40 0.000
C -3.03 3.24 0.33 0.001
C -1.45 -2.37 -4.55 0.000
C -0.67 3.28 1.13 0.007
C -1.61 2.73 0.07 0.000
C -0.90 -3.80 2.16 0.000
C -0.15 2.45 2.15 0.003
C 2.45 1.24 3.64 0.001
C 0.91 -2.57 -3.10 0.002
C -2.84 -1.72 -2.58 0.000
C -1.49 -2.13 -3.17 0.002
C 3.30 -1.80 -2.95 0.008
C 0.89 -2.81 -4.47 0.000
C -0.28 -2.72 -5.20 0.002
C -0.97 0.38 3.01 0.004
C -1.16 3.05 -1.35 0.002
C 1.00 4.36 3.08 -0.001
C 0.49 5.17 2.08 0.005
C 2.67 -4.16 -2.26 0.000
C -0.50 -3.13 -0.28 0.004
C 1.32 2.12 4.21 0.001
C -1.12 -3.39 3.47 0.000
C -3.50 -2.83 -1.76 0.000
H 1.88 -4.78 -1.83 0.000
H -1.34 -1.68 4.78 0.000
H 2.99 -0.75 -2.92 0.000
H -3.47 -3.78 -2.29 0.000
H -1.93 2.77 -2.07 0.000
H 3.57 -4.24 -1.64 0.000
H -0.72 5.27 0.33 0.000
H 0.77 6.22 2.03 0.000
H 0.53 1.47 4.59 0.000
H -2.38 -2.28 -5.11 0.000
H 2.90 -4.54 -3.26 0.000
H -3.48 -1.56 -3.45 0.000
H -0.93 4.10 -1.49 0.000
H -3.08 4.32 0.19 0.000
H 1.12 3.60 5.81 0.000
H 2.16 2.22 6.20 0.000
H -4.54 -2.57 -1.55 0.000
H -0.28 -2.91 -6.27 0.000
H 1.66 4.79 3.82 0.000
H 2.88 0.61 4.43 0.000
H 2.76 3.48 5.13 0.000
H -3.83 -0.11 -1.52 0.000
H 3.51 -2.06 -3.99 0.000
H -3.74 2.77 -0.36 0.000
H 2.09 0.58 2.85 0.000
H -0.85 -4.83 1.86 0.000
H 4.23 -1.87 -2.38 0.005
H -0.26 2.48 -1.62 0.003
H -1.63 1.64 0.18 0.000
H 2.05 -2.35 -1.32 0.000
H -2.21 -0.48 -0.90 -0.001
H -2.99 -2.98 -0.80 0.000
H -3.34 3.01 1.35 0.000
H 3.24 1.86 3.22 0.000
H 1.81 -3.06 -4.98 0.000
H -1.25 -4.14 4.25 0.000
H -2.39 0.40 -2.42 0.000



# 2
76
Properties=species:S:1:pos:R:3:lowdin_spin:R:1 method="wB97M-V/def2-TZVPD" charge=+1 e_above_lowest_kj_mol=92.4 e_lumo_ev="-5.0 / -3.3" max_force_ev_per_a=1.71 homo_lumo_gap_ha="0.200 / 0.267" s2=6.1213 multiplicity=5
Br 2.39 5.67 4.07 0.001
Br 1.55 0.21 5.19 0.000
Se -0.34 -0.31 -0.84 0.028
Mn 1.69 -0.18 0.28 3.795
O 1.69 0.01 2.12 0.041
N 2.01 1.95 0.32 0.045
N -2.74 -1.54 -1.69 0.002
N -2.41 -1.80 0.47 0.000
C -2.95 0.42 -3.19 0.001
C -3.59 -2.47 0.16 0.000
C 1.99 2.89 4.34 -0.002
C 2.02 2.31 1.63 0.007
C 4.63 -1.07 -0.19 0.100
C 3.45 -0.79 -0.04 -0.102
C -5.53 -3.80 0.30 0.000
C -2.79 -0.80 2.71 0.000
C 6.03 -1.41 -0.39 0.016
C 6.89 -0.16 -0.15 0.006
C 2.20 3.64 2.05 0.000
C -5.35 0.24 -4.03 0.000
C 2.17 3.91 3.44 0.003
C -1.88 -1.67 1.83 0.001
C -1.66 1.48 2.52 0.000
C 2.20 2.39 -2.04 0.003
C -1.92 -1.27 -0.65 0.019
C -5.74 -3.64 -1.07 -0.001
C -2.92 0.66 2.28 0.000
C -4.88 -2.90 -1.86 0.000
C 1.83 1.56 3.91 0.002
C 2.39 4.60 1.03 0.003
C 2.20 2.86 -0.62 0.010
C 1.85 1.24 2.57 0.004
C -4.45 -3.23 0.94 0.000
C -4.42 0.73 -2.93 0.000
C -2.57 -1.05 -3.06 0.000
C 6.43 -2.52 0.60 0.006
C 2.40 4.21 -0.28 0.001
C -3.79 -2.31 -1.21 0.000
C 6.23 -1.91 -1.83 0.006
H 6.74 0.22 0.86 0.000
H -1.34 1.39 3.56 0.000
H -3.20 0.70 1.22 0.000
H -0.88 -1.24 1.75 0.002
H 2.56 4.93 -1.07 0.000
H -5.40 -0.84 -4.10 0.000
H 1.21 2.02 -2.31 0.000
H 5.61 -2.79 -2.03 0.000
H -6.23 -4.40 0.87 0.000
H 7.94 -0.41 -0.28 0.001
H -4.53 1.81 -2.82 0.000
H -2.32 1.00 -2.52 0.001
H 2.91 1.56 -2.16 0.001
H 2.54 5.63 1.30 0.000
H -3.75 1.10 2.82 0.000
H 5.83 -3.41 0.44 0.000
H -4.29 -3.37 2.00 0.000
H 7.27 -2.18 -1.99 0.001
H 7.48 -2.77 0.46 0.001
H -5.03 -2.80 -2.92 0.000
H -3.78 -1.26 2.75 0.000
H -1.84 2.54 2.32 0.000
H -6.37 0.60 -3.87 0.000
H -2.69 0.73 -4.21 0.000
H -1.53 -1.21 -3.33 0.000
H 1.97 3.10 5.40 0.000
H -6.59 -4.12 -1.53 0.000
H 2.47 3.18 -2.73 0.000
H -5.03 0.62 -5.00 0.000
H -1.78 -2.67 2.24 0.000
H -4.73 0.31 -1.96 0.000
H -2.38 -0.85 3.72 0.000
H 6.63 0.63 -0.86 0.000
H 5.96 -1.14 -2.55 0.000
H -3.18 -1.69 -3.69 0.000
H 6.28 -2.18 1.63 0.000
H -0.84 1.16 1.89 0.000